# 1
The following is a DFT calculation (ωB97M-V/def2-TZVPD) of a structure of composition C15H26N6O7Y.

The geometry in XYZ format:
```
55
Properties=species:S:1:pos:R:3:forces:R:3:lowdin_charge:R:1
C 1.1092 -1.7253 1.1688 0.402 0.163 0.290 -0.10
H 2.2764 -2.5663 4.8600 0.176 0.042 -0.037 0.10
C -1.8515 -2.8304 -1.4267 2.156 0.636 -1.400 -0.25
C 2.4815 4.0457 -1.3373 0.742 0.408 -0.376 -0.01
H -2.0462 0.7756 -3.5395 -0.128 -1.034 1.629 0.10
O -0.1071 -0.3858 -3.9767 2.714 2.119 -2.245 -0.38
H 0.4725 -0.1203 -4.8361 -2.097 -1.004 3.385 0.14
H -0.3849 -1.5984 -3.8373 0.164 -0.308 -0.638 -0.06
H 3.2035 3.8416 -0.5273 -0.432 0.196 -0.072 0.12
H -2.7767 -3.6488 1.1745 -0.234 0.387 -0.209 0.11
H -2.9655 2.7848 0.3375 0.298 -0.167 0.446 -0.03
Y -0.1395 0.0603 -1.7087 5.251 -1.080 0.744 1.47
C 3.2053 -0.1152 1.8460 -0.813 -0.409 -0.475 0.04
C -2.3113 -2.1085 -0.2394 1.832 2.456 0.951 -0.24
N 1.3620 -0.6634 0.3882 -0.031 -0.012 -0.302 -0.01
H 0.7246 3.7300 1.7711 -0.144 0.071 0.016 0.11
C 0.3398 4.1658 0.8444 -0.034 0.542 0.192 0.00
C 2.9114 -1.1931 2.6929 -0.261 0.399 -0.700 -0.10
C -3.2562 -2.7547 0.7314 -0.074 0.198 0.081 0.00
C 1.2887 3.1902 -1.2789 0.904 -1.882 0.232 -0.21
C 1.8575 -2.0229 2.3137 -0.366 0.256 -0.622 0.01
O -3.6850 3.2193 -0.1160 -0.921 -0.073 -0.247 -0.06
H 2.6638 0.9160 0.0218 -0.133 -0.184 0.212 0.09
H 2.9921 3.8202 -2.2854 -0.072 0.287 0.370 0.10
H 0.9593 5.0215 0.5739 -0.087 -0.097 0.071 0.09
N -0.9302 -2.1819 -2.1506 -2.559 -1.118 -0.500 -0.08
O -1.2587 2.1217 0.8883 1.223 -0.651 -1.431 -0.13
O 4.8214 -0.8397 4.1105 -2.125 -0.814 -0.725 0.06
O -0.7431 -2.5613 -3.4711 -0.290 -1.048 2.332 -0.08
H -4.5035 2.9071 0.3116 0.566 0.247 -0.246 0.06
H -3.4249 -4.2401 -1.8746 0.523 -0.126 0.072 0.10
H 1.5884 -2.9129 2.8567 0.047 -0.108 0.158 0.11
C 2.4147 0.1088 0.7080 0.428 -0.304 0.807 -0.10
H -4.1729 -3.0874 0.2109 0.433 0.110 0.217 0.10
N -0.4398 2.0493 -0.1244 -0.392 1.064 1.180 -0.07
C -2.3317 -4.2246 -1.7046 0.017 0.278 -0.526 0.00
H 0.2848 -2.3623 0.8564 0.141 0.099 0.153 0.10
O 2.2353 1.2589 -2.0249 0.334 0.271 -0.408 -0.15
H -2.0845 -4.8841 -0.8474 -0.194 0.375 -0.461 0.10
H 2.1912 5.0975 -1.3370 0.207 0.051 0.150 0.10
H 4.0296 0.5412 2.0350 0.324 0.129 0.265 0.12
C 0.3557 3.1473 -0.2171 0.179 -0.214 -1.423 -0.27
H -1.7767 1.6986 -2.0541 0.978 0.126 0.304 0.03
H -1.7978 0.6090 1.0698 0.179 0.621 0.048 0.02
H -3.5232 -2.0531 1.5332 0.088 -0.341 -0.340 0.09
C -2.0189 0.6901 -2.4046 -6.987 3.220 -2.275 -0.06
N 1.3399 2.1501 -2.2250 -2.883 -0.496 1.511 -0.11
N 3.2516 -2.3081 4.8477 -0.258 0.308 -0.211 0.17
H -2.9364 0.4791 -1.7498 1.301 -0.585 -1.382 0.10
H -1.8035 -4.5661 -2.6061 -0.358 -0.076 0.328 0.09
H 3.7304 -2.3550 5.7394 0.025 0.063 -0.309 0.12
N -1.7409 -0.9014 -0.0596 -1.855 -2.677 0.298 -0.08
C 3.7316 -1.4090 3.9325 2.162 0.421 1.179 -0.45
H -0.6826 4.5017 1.0176 0.056 0.034 0.129 0.10
O -2.1287 -0.3111 1.1184 -0.125 -0.771 -0.191 -0.03
```
Forces are in eV/Å.

The value obtained for the HOMO energy (alpha / beta) is -11.9 / -11.6 eV. The calculation puts the HOMO-LUMO gap (alpha / beta) at 7.00 / 5.33 eV. The total charge is +1. As for the energy: -1480.259907 Eh.



# 2
The following is a DFT calculation (ωB97M-V/def2-TZVPD) of a structure of composition C15H26NO2PSr.

The geometry in XYZ format:
```
46
Properties=species:S:1:pos:R:3:forces:R:3:nbo_charge:R:1
C 2.4138 0.7685 0.0778 -1.524 -1.803 0.472 0.69
C -0.7018 -2.4789 -0.1947 -0.029 1.384 -1.035 -0.58
H 0.7113 -1.5624 -2.9274 -0.539 -1.014 0.239 0.23
H -0.8287 2.6048 -0.5263 0.019 -0.758 -0.168 -0.82
O 3.6313 0.5800 0.5259 0.857 -0.672 -0.976 -0.48
C -1.0180 -0.0493 3.5481 -0.269 0.032 0.643 -0.96
Sr -0.8043 -0.0910 -0.8615 1.717 3.044 3.457 1.62
H 4.1714 2.4542 1.4603 -0.286 -0.267 0.366 0.20
H -3.7685 0.7025 -1.8601 0.332 0.018 -0.738 0.22
C -0.0526 -4.5555 0.8301 -0.002 0.744 0.679 -0.21
C -3.1393 -1.0941 1.9762 -0.466 0.260 0.172 -0.95
H -0.8599 -0.0277 -3.0680 -0.058 0.417 -0.169 0.17
H -1.6139 -3.0963 2.7649 0.330 -0.033 0.145 0.22
C -0.3016 -2.9417 -1.4472 0.652 -1.221 0.207 0.00
H 0.6613 -6.0679 -0.4690 -0.020 0.013 -0.259 0.21
H -4.3569 -0.4860 -3.0263 0.472 0.581 -0.385 0.20
H -3.1608 -2.6450 -0.9592 0.275 0.112 -0.802 0.23
N -2.4809 -0.9728 -2.1655 -2.522 -1.449 -1.759 -0.55
H -1.5750 -1.1257 -4.1144 -0.247 -0.030 0.621 0.21
H -3.6167 -0.1110 2.0131 -0.119 -0.127 0.113 0.24
H -0.5663 -2.6912 -3.5909 1.381 -0.734 0.530 0.24
H -1.4750 0.9488 3.5287 0.092 -0.233 0.105 0.24
H -1.4250 -0.6415 4.3769 0.140 0.273 0.124 0.21
H 0.0830 -2.5464 2.8978 -0.151 -0.151 -0.044 0.23
H 0.4685 -4.6818 -2.5152 0.084 0.075 -0.001 0.19
H 5.3185 1.2945 0.7209 1.600 0.572 0.404 0.22
C 4.4106 1.8247 0.6127 0.259 -0.865 -0.122 -0.29
H -3.4128 -1.6909 2.8490 -0.293 0.047 -0.049 0.22
C 0.2915 -5.0502 -0.4196 -0.017 -0.410 0.428 -0.24
C -3.1699 -2.3240 -2.0225 -0.182 0.333 0.274 -0.42
H 4.4577 2.4635 -0.2785 -0.487 -0.641 -0.095 0.20
C -0.4961 -3.2309 0.9309 0.016 -1.221 -0.244 -0.07
H -2.7098 -3.1146 -2.6592 -0.282 0.633 0.538 0.21
P -1.3489 -0.8535 1.9667 0.718 0.233 -0.909 0.80
H -2.9206 0.5977 -3.5201 -0.922 -0.072 0.651 0.21
H 0.0648 0.0800 3.6692 -0.245 -0.087 0.011 0.24
C -0.2664 -2.0845 -2.7216 -0.173 -0.247 -1.099 -0.52
C -0.7973 -2.5757 2.2398 -0.097 -0.063 0.851 -0.73
O 1.6653 -0.1217 -0.3713 2.474 2.727 1.029 -0.65
H 0.0415 -5.1160 1.7683 0.129 -0.202 -0.552 0.20
H -3.4751 -1.5924 1.0630 0.140 -0.056 0.120 0.23
H -4.2347 -2.2011 -2.3030 0.615 -0.191 -0.027 0.19
H 2.3244 1.7848 0.4380 -2.631 0.991 -1.147 0.13
C -1.3138 -1.0168 -3.0343 -0.963 0.041 -2.032 -0.27
C 0.1872 -4.2586 -1.5539 -0.128 0.384 -0.241 -0.25
C -3.4488 0.0518 -2.7030 0.348 -0.368 0.678 -0.43
```
Forces are in eV/Å.

The value obtained for the HOMO energy is -6.0 eV. The calculation puts the HOMO-LUMO gap at 6.40 eV. As for the energy: -1164.250902 Eh. For the energy above the lowest of the compared OMol25 structures with the same formula, charge and spin, the calculation gives 405.7 kJ/mol.



# 3
The following is a DFT calculation (ωB97M-V/def2-TZVPD) of the molecule C15H26O4.

The geometry in XYZ format:
```
45
Properties=species:S:1:pos:R:3:forces:R:3:nbo_charge:R:1
H 1.3709 -0.3442 -3.6471 -0.332 -1.764 0.367 0.22
H -1.4943 -0.0188 -2.5874 0.829 -1.176 0.893 0.21
O 1.1809 2.0189 -0.2365 -1.338 0.529 4.437 -0.53
H -3.7397 -0.5654 0.0739 1.819 0.231 -0.335 0.19
H -1.0310 -1.0272 3.2029 -1.449 1.005 -0.099 0.22
C -0.8875 0.2878 1.4346 -0.609 -0.266 0.955 0.29
C 1.3604 5.4063 2.0688 0.392 -0.527 0.299 -0.74
O -1.8491 0.3987 0.3568 0.325 -0.677 -0.329 -0.56
C 2.1046 4.2192 1.3069 2.183 0.716 -2.670 0.79
H 2.1878 -0.5460 -1.4595 0.176 -1.665 -0.526 0.21
C 0.3806 -0.6746 1.2832 1.000 0.293 -0.602 -0.69
H 2.4948 -2.7727 -0.0665 -1.001 -0.075 -1.482 0.22
H 0.7336 -2.7209 -0.6647 1.509 0.004 -0.517 0.20
C -2.1285 -1.6028 -1.1473 -0.497 0.045 -0.185 -0.43
H 0.9085 5.0785 3.0651 0.601 0.344 -1.510 0.24
C -0.9920 -0.8705 -2.0024 0.452 -0.085 -0.452 -0.41
H -1.9269 -2.4908 1.5795 -1.013 1.472 -0.051 0.20
H 0.5627 5.8612 1.3968 1.043 -0.779 0.782 0.25
H 0.1365 -1.7828 1.2064 -0.039 1.538 0.158 0.23
C -2.5483 -1.5176 1.6034 0.984 -0.393 0.861 -0.43
H 2.1426 6.2121 2.2674 -1.027 -1.148 -0.344 0.26
O 1.9449 2.8460 1.7641 -2.019 1.415 -0.380 -0.58
C 1.2830 -1.4357 -3.2869 0.407 -0.833 0.231 -0.41
H -0.3756 -2.9330 -2.6623 0.447 1.381 -0.900 0.20
H -3.5441 -1.7726 2.0904 1.109 0.330 -1.023 0.22
H -1.8420 -2.6671 -0.8524 -0.157 1.316 -0.410 0.20
H -0.1620 -0.3896 -1.3914 -1.391 -0.623 -0.432 0.22
H 1.9659 -3.7480 -1.5977 -0.211 1.354 1.136 0.21
C 0.9271 2.2118 0.9702 0.412 -0.767 -3.375 0.79
H -0.4572 2.0939 2.7774 0.069 -0.335 -1.607 0.24
H 1.0488 -0.5563 2.2179 -1.109 -0.033 -1.350 0.23
C -0.2385 -1.8676 -3.0566 -0.844 1.429 0.135 -0.41
C -0.4765 1.8292 1.6652 0.669 0.036 0.000 -0.52
H -2.5192 0.2557 3.0771 1.217 -1.052 -0.432 0.22
C -1.7786 -0.4492 2.5708 0.568 -0.294 -1.799 -0.43
O 2.8459 4.4174 0.3346 -2.621 -0.439 3.536 -0.50
C -2.6169 -0.8086 0.1605 -0.657 -0.300 1.061 0.10
H 1.7254 -2.1426 -4.0802 -0.715 1.184 0.928 0.20
H -0.7878 -1.7002 -4.0545 0.828 -0.809 1.386 0.21
H -1.2615 2.4612 1.1044 1.228 -0.966 1.002 0.28
C 2.2243 -1.5719 -1.9858 -0.226 0.460 0.125 -0.41
C 1.8228 -2.7696 -1.0018 0.321 -0.054 -0.545 -0.63
H 1.0451 -0.4304 0.3744 -1.150 -0.260 1.457 0.24
H 3.3093 -1.7371 -2.3321 -1.614 0.334 0.541 0.21
H -3.0491 -1.6838 -1.8396 1.428 -0.098 1.063 0.21
```
Forces are in eV/Å.

The value obtained for the HOMO energy is -9.7 eV. The calculation puts the HOMO-LUMO gap at 10.27 eV. As for the energy: -887.982694 Eh. As for the SMILES: CCCCCC[C@H]1CC[C@](C)(CC(=O)OC(C)=O)O1. For the energy above the lowest of the compared OMol25 structures with the same formula, charge and spin, the calculation gives 108.6 kJ/mol.



# 4
The following is a DFT calculation (ωB97M-V/def2-TZVPD) of the molecule C15H26O6.

The geometry in XYZ format:
```
47
Properties=species:S:1:pos:R:3:forces:R:3:nbo_charge:R:1
C 2.0357 2.3658 0.3021 -0.354 0.192 0.169 -0.51
C -0.1156 -1.5613 0.2482 0.294 0.860 -0.071 0.05
C -1.5469 -4.5030 1.9701 -0.011 -0.008 0.259 -0.51
C -1.2963 -0.5852 0.1157 -0.316 -0.609 0.192 -0.11
C -0.7301 3.1914 -4.6718 -0.152 -0.178 0.088 -0.60
C -0.4895 1.7158 -2.6414 -0.254 -0.151 -0.197 -0.50
H -0.6203 2.5349 -1.9345 0.076 0.025 -0.006 0.22
H -2.3168 2.1060 -3.7059 -0.038 -0.079 -0.016 0.20
H -1.0534 -5.0879 1.1945 -0.076 -0.028 0.007 0.22
O -0.9285 0.5553 -0.6469 0.153 0.304 0.053 -0.51
C 2.0984 4.7895 -0.3893 -0.166 -0.129 0.139 -0.60
C 1.3593 3.7295 0.4159 0.209 -0.074 -0.062 -0.39
H 0.8436 -5.6154 2.7991 0.102 -0.059 -0.062 0.20
C 0.3705 -4.9773 3.5427 -0.237 -0.049 0.052 -0.61
C -1.2594 1.9666 -3.9382 0.211 0.052 0.050 -0.39
O -0.5402 -2.8672 0.6248 0.070 -0.147 -0.153 -0.50
H -1.2999 3.3628 -5.5813 -0.005 0.086 -0.102 0.21
H 1.3200 4.0172 1.4671 -0.098 -0.023 -0.011 0.22
H -2.6284 -4.5977 1.8507 0.005 0.034 -0.093 0.24
H 0.6386 -5.3430 4.5308 0.114 0.004 0.068 0.21
C -1.1428 -4.9787 3.3679 0.097 0.057 -0.145 -0.39
H 1.6007 5.7514 -0.2974 0.009 0.126 -0.041 0.21
H 0.3145 3.0553 -4.9428 0.126 0.033 -0.046 0.20
H 3.0493 2.4150 0.7090 0.048 -0.067 -0.050 0.23
O 0.5218 1.5092 1.9753 -0.133 0.038 0.087 -0.60
H -1.5965 -4.3154 4.1057 -0.073 -0.073 0.015 0.22
O 1.6197 0.0814 0.6264 0.180 -0.094 -0.305 -0.52
H 0.3307 -1.7028 -0.7435 -0.110 0.046 0.206 0.21
C -1.1990 -3.0461 1.7820 -0.112 -0.337 -0.036 0.81
H 2.1137 2.0457 -0.7375 0.066 -0.024 -0.012 0.22
H 2.1300 4.5192 -1.4428 0.045 0.021 -0.146 0.20
H -1.5308 -5.9863 3.5264 -0.065 0.037 0.019 0.20
O -1.4694 -2.1644 2.5513 -0.001 0.126 0.082 -0.61
H -1.6050 -0.2079 1.0917 0.061 -0.051 -0.209 0.23
O -1.2121 -0.5865 -2.5576 -0.022 -0.106 -0.031 -0.60
H -1.1731 1.0830 -4.5723 -0.082 -0.001 0.042 0.22
C 1.2857 1.3084 1.0740 0.242 0.132 -0.096 0.82
H -0.8100 4.0771 -4.0451 0.026 0.148 0.019 0.20
H 0.3297 3.6453 0.0643 -0.056 -0.001 0.076 0.20
H 0.5767 1.6235 -2.8672 0.051 0.013 0.063 0.23
H -2.1255 -1.1046 -0.3788 0.100 0.089 0.122 0.21
H 0.7633 -3.9689 3.4330 0.130 0.107 0.014 0.20
C -0.9184 0.4274 -1.9827 0.070 0.183 -0.103 0.81
C 0.9608 -1.0321 1.2096 -0.339 -0.430 0.396 -0.12
H 0.5078 -0.7364 2.1618 0.152 -0.149 -0.196 0.23
H 3.1204 4.8978 -0.0332 0.140 0.054 -0.008 0.20
H 1.7168 -1.8062 1.3701 -0.075 0.098 -0.019 0.20
```
Forces are in eV/Å.

The value obtained for the HOMO energy is -10.3 eV. The calculation puts the HOMO-LUMO gap at 11.16 eV. As for the energy: -1038.652815 Eh. As for the SMILES: CCCC(=O)OCC(COC(=O)CCC)OC(=O)CCC. For the energy above the lowest of the compared OMol25 structures with the same formula, charge and spin, the calculation gives 13.5 kJ/mol.



# 5
The following is a DFT calculation (ωB97M-V/def2-TZVPD) of the ion C15H27Br2FIN8S with charge +1.

The geometry in XYZ format:
```
55
Properties=species:S:1:pos:R:3:forces:R:3:nbo_charge:R:1
C -4.0852 -1.4437 3.2281 1.070 -4.407 1.249 0.56
C 1.8740 0.5769 3.8877 -0.439 0.084 0.504 -0.48
H -4.5051 1.8810 0.9726 2.261 -1.329 -0.347 0.23
H -6.1551 -1.4915 3.2689 0.751 0.485 0.929 0.39
H -2.7098 1.7125 1.5279 -1.253 -0.752 -1.700 0.22
C 3.0127 -0.3910 -2.1479 -0.193 -1.099 0.418 -0.24
H 1.2574 1.1446 4.5902 0.181 -0.175 0.072 0.23
N -5.4316 -0.9565 3.7979 2.036 -0.850 -0.852 -0.89
H 2.2008 -2.6270 -2.1620 0.929 1.900 1.665 0.23
H 1.8272 -1.5889 -0.5803 1.847 -0.625 -1.757 0.22
H -2.8272 -3.0128 3.1093 -1.010 0.473 0.239 0.32
C 3.0415 2.4946 -0.1654 2.109 -1.352 -0.953 0.29
H 3.7756 1.6462 4.0660 -0.176 -0.223 0.015 0.23
H -2.5819 3.9794 -0.4816 1.123 -2.030 -0.783 0.25
H 3.2476 -0.5487 -3.3071 -0.615 0.539 2.644 0.23
H -2.2163 -1.0034 2.4561 -1.642 0.678 -0.061 0.37
H -2.0892 3.2132 -2.1825 0.098 -0.246 2.657 0.25
H 0.4948 -2.5781 -5.5937 0.311 0.987 2.532 0.22
H 3.4730 0.4204 5.3241 -0.079 0.053 -0.193 0.24
N -0.7486 2.6444 -0.4885 -0.694 -0.517 -2.285 -0.62
N -3.7673 -2.7658 3.5091 -0.414 5.440 -1.255 -0.67
C -0.0392 1.8024 -1.2962 2.982 -2.985 -2.452 0.59
C -3.4767 1.3259 0.7329 -0.619 -0.126 -0.126 -0.44
H -2.9672 -0.9689 0.3285 -1.620 1.350 0.949 0.20
N -0.3959 1.1951 -2.6686 2.930 -0.757 1.176 -0.52
C -3.6464 -0.3086 1.0202 -0.115 1.151 0.509 -0.23
Br 1.5457 1.3964 2.1487 1.241 -2.829 5.107 0.03
N 1.6982 0.4133 -2.0646 -0.442 -1.457 -4.975 -0.20
H -5.4667 -1.2230 4.8280 0.139 0.151 -2.043 0.40
H 1.5020 -0.4500 3.8324 0.195 0.224 0.071 0.24
H 3.9157 0.1661 -1.6467 -1.970 -1.032 -0.915 0.25
H -2.6523 0.7211 -1.3789 -0.618 2.331 1.227 0.23
C 3.3338 0.6663 4.2678 0.066 -0.166 0.111 -0.45
H 1.8784 -2.5089 -4.3153 -2.650 0.529 0.219 0.19
I -0.2008 3.4677 1.3067 -1.652 1.985 -1.748 0.51
C 3.9559 -2.5224 -0.6556 -0.555 -0.913 0.335 -0.65
N 2.2339 1.3708 0.0237 4.651 6.314 -3.905 -0.42
H -0.1761 -0.1664 -5.2701 1.938 -0.576 1.772 0.29
C -2.1537 3.0249 -1.0053 -1.164 -1.478 -1.537 -0.24
H -4.1461 1.8717 -1.3771 2.369 -0.255 1.048 0.23
H 1.7134 -0.2142 -5.3070 -1.888 -0.532 1.801 0.27
H -4.7908 -0.5960 0.9900 2.492 0.441 -0.281 0.22
H 4.4613 -1.8105 0.1431 -1.002 -1.371 -1.890 0.23
F -0.2233 -2.6654 -3.5415 2.495 1.408 -2.063 -0.37
H 4.7344 -2.9782 -1.4266 -1.576 1.280 1.632 0.23
C 0.7230 0.2983 -3.2152 -0.949 4.495 7.058 0.47
N 1.3212 1.2590 -0.9958 -3.930 -0.403 -3.628 -0.10
C 0.7712 -0.5112 -4.6396 -0.654 0.218 -0.012 -0.51
C 0.7650 -2.1455 -4.5142 0.297 -0.179 -0.994 0.03
N -3.1605 -0.5263 2.4574 -1.459 -2.129 0.516 -0.67
S 4.3668 3.5836 -0.4174 -5.391 -4.047 1.329 0.24
H 3.5366 -3.4592 -0.0491 0.940 2.037 -1.278 0.24
C -3.1057 1.6765 -0.8255 -1.044 0.049 -0.073 -0.44
C 2.6597 -1.8417 -1.3948 0.388 0.090 0.380 -0.42
Br 4.3980 -0.6487 3.2971 -0.027 0.145 -0.059 -0.02
```
Forces are in eV/Å.

The value obtained for the HOMO energy is -10.9 eV. The calculation puts the HOMO-LUMO gap at 6.31 eV. The total charge is +1. As for the energy: -6968.768308 Eh.